# C11H10N3O6

A 2-piece molecular cluster, C11H10N3O6 overall (the ωB97M-V functional and the def2-TZVPD basis, OMol25).

## Properties
- Total charge: -1
- Energy relative to the best compared isomer or geometry (same formula, charge and spin): 0.0 kcal per mole
- Electronic energy: -1040.7164 Ha
- HOMO-LUMO gap: 4.904 eV
- E_LUMO: 0.94 eV
- Highest occupied orbital energy: -4.0 eV

The geometry in XYZ format:
```
30
Properties=species:S:1:pos:R:3:forces:R:3
C 2.501110 -1.560339 -1.273114 0.113 0.113 0.250
C 2.089338 -2.422649 -2.446976 -0.401 -0.195 -0.545
O 0.785195 -2.923025 -2.128688 0.287 -0.454 -0.810
C 0.341925 -2.284909 -0.974305 2.365 1.671 0.877
O -0.789982 -2.481054 -0.559981 -0.315 -0.141 0.011
N 1.326973 -1.482338 -0.467507 -2.284 -1.231 -0.224
H 3.356707 -2.017317 -0.743328 -0.076 0.271 0.022
H 2.793576 -0.556608 -1.623900 0.294 -0.149 0.101
H 2.035224 -1.799399 -3.347976 -0.131 -0.317 -0.147
H 2.779422 -3.254063 -2.612621 -0.184 -0.055 -0.130
O -3.730344 3.842597 -1.272571 -0.302 -1.578 1.348
N -3.945682 2.892770 -0.487048 -2.227 1.383 -0.961
O -5.100053 2.536496 -0.153586 2.010 0.673 -0.572
C -2.837747 2.175710 0.044804 1.500 -1.368 0.736
C -3.075428 1.050877 0.866976 0.000 0.684 -0.542
C -2.008380 0.283203 1.289861 1.123 0.042 0.071
C -0.659890 0.636775 0.988665 -1.235 1.114 -1.103
C 0.421477 -0.167448 1.512229 2.054 0.292 0.874
C 1.740508 0.217763 1.555283 -2.341 1.055 -0.137
N 2.673648 -0.635248 2.138764 1.289 -1.965 1.456
O 3.913715 -0.478249 1.961882 -2.340 0.135 0.063
O 2.205955 -1.560474 2.846874 1.186 1.185 -0.932
C -0.448642 1.781346 0.160428 -0.318 -0.621 0.539
C -1.520807 2.529402 -0.312039 -0.439 -0.052 0.130
H -4.098433 0.805605 1.135391 0.230 -0.039 -0.125
H -2.175053 -0.623447 1.872547 -0.017 0.268 -0.164
H 0.127463 -1.065450 2.057996 0.267 0.135 -0.473
H 2.106308 1.106338 1.043747 0.223 -0.509 0.230
H 0.569757 2.059303 -0.113906 -0.366 -0.080 0.002
H -1.377860 3.393831 -0.957901 0.033 -0.268 0.156
```
Forces are in eV/Å.


# C11H10Si

One molecule with the formula C11H10Si (the ωB97M-V functional and the def2-TZVPD basis, OMol25).

## Properties
- Total charge: 0
- Energy relative to the best compared isomer or geometry (same formula, charge and spin): 10.3 kcal per mole
- Electronic energy: -714.5254 Ha
- HOMO-LUMO gap: 7.558 eV
- E_LUMO: -0.14 eV
- Highest occupied orbital energy: -7.7 eV

The geometry in XYZ format:
```
22
Properties=species:S:1:pos:R:3:forces:R:3
C 0.990995 -1.939253 1.809346 0.365 -1.579 0.058
C 0.986484 2.584001 0.127932 0.043 -2.126 -0.130
C 1.588699 -0.677775 1.684696 -1.003 -1.258 0.915
C 1.506127 1.648997 0.956778 -1.049 -0.504 -0.637
C -0.069340 -2.249068 0.921872 -0.630 0.836 -0.946
C 0.138868 2.231847 -0.923364 -1.460 1.328 -2.132
C 1.025807 0.274886 0.861157 -0.311 1.885 -0.849
C -0.080819 0.023063 -0.020375 1.274 -0.312 0.509
C -0.618584 -1.294633 0.040827 0.447 0.620 1.824
C -0.458350 1.032880 -0.988080 -0.743 -2.471 -0.209
C -1.935864 -1.549677 -0.500882 1.047 2.200 -3.631
Si -1.552047 0.315577 -2.431015 0.834 -1.607 4.933
H 1.259242 -2.815670 2.529745 0.016 2.103 -1.240
H 1.343271 3.515796 0.292011 0.774 3.088 -0.033
H 2.359898 -0.216961 2.267634 0.549 -0.792 0.736
H 2.194906 2.087251 1.665802 0.255 -0.921 0.427
H -0.622729 -3.197718 0.826577 0.746 0.195 0.834
H -0.161072 2.882678 -1.794482 0.771 0.015 1.369
H -2.086602 -2.452216 -0.973776 0.045 -2.111 -1.211
H -2.811357 -1.360483 0.016924 -1.390 1.229 1.281
H -2.366426 1.306431 -2.986021 -1.359 0.985 -0.641
H -0.631109 -0.149953 -3.383305 0.781 -0.802 -1.226
```
Forces are in eV/Å.


# C11H11BrHoO2

C11H11BrHoO2 as an isolated structure (the ωB97M-V functional and the def2-TZVPD basis, OMol25).

## Properties
- Total charge: -1
- Energy relative to the best compared isomer or geometry (same formula, charge and spin): 46.1 kcal per mole
- Electronic energy: -4098.4476 Ha
- HOMO-LUMO gap (alpha / beta): 5.792 / 5.829 eV
- E_LUMO (alpha / beta): 2.46 / 2.49 eV
- Multiplicity: 5
- Highest occupied orbital energy (alpha / beta): -3.3 / -3.3 eV

The geometry in XYZ format:
```
26
Properties=species:S:1:pos:R:3:forces:R:3
C -1.309575 -1.079792 -1.697930 0.014 -0.945 0.003
C -1.655649 -2.191908 -0.880365 -0.233 -0.064 -0.222
C -2.559688 -1.726811 0.131998 -0.721 0.030 -0.880
H -1.230518 -3.195170 -0.974663 -0.312 0.394 0.075
C -2.752810 -0.320736 -0.095408 -0.244 -0.160 0.079
C -1.968859 0.052573 -1.217980 -0.755 0.297 0.462
H -1.958296 1.035021 -1.690550 0.192 -0.301 0.389
H -0.705197 -1.113831 -2.604813 0.023 0.009 0.561
H -2.863976 -2.284072 1.020180 -0.342 -0.044 -0.351
H -3.346392 0.364481 0.519514 0.256 -0.390 -0.278
Ho -0.556548 -0.946526 0.990977 2.905 2.931 -0.416
Br 1.056419 -2.894758 1.616105 0.077 -0.605 0.368
C 2.509787 1.290640 0.224278 -0.450 -0.684 -0.825
C 1.616719 2.022494 -0.610774 -0.009 -1.039 -0.340
C 1.347378 1.222606 -1.775816 0.092 0.229 0.949
H 1.124459 2.959694 -0.356474 0.226 -0.126 -0.117
C 2.068742 0.010312 -1.658953 -0.007 0.086 0.913
C 2.807368 0.041029 -0.426421 -1.033 0.533 0.166
H 3.380467 -0.784182 0.004518 -0.059 0.364 -0.263
H 2.830789 1.576289 1.220663 0.131 0.063 -0.162
H 0.605064 1.450355 -2.541525 0.320 0.055 0.057
H 2.001308 -0.848915 -2.322317 0.158 0.209 -0.037
O -0.714329 1.551437 4.371906 -0.099 0.074 -0.415
C -0.115363 1.383052 3.335538 0.110 -1.040 -1.228
O -0.582029 0.862129 2.191504 -0.150 -0.241 1.321
H 0.970725 1.564590 3.226805 -0.091 0.364 0.194
```
Forces are in eV/Å.


# C11H11BrIrO2

C11H11BrIrO2 as an isolated structure (the ωB97M-V functional and the def2-TZVPD basis, OMol25).

## Properties
- Total charge: -1
- Energy relative to the best compared isomer or geometry (same formula, charge and spin): 76.2 kcal per mole
- Electronic energy: -3254.3497 Ha
- HOMO-LUMO gap (alpha / beta): 5.607 / 6.109 eV
- E_LUMO (alpha / beta): 3.10 / 1.62 eV
- Multiplicity: 5
- Highest occupied orbital energy (alpha / beta): -2.5 / -4.5 eV

The geometry in XYZ format:
```
26
Properties=species:S:1:pos:R:3:forces:R:3
C -1.141006 -0.951435 -1.552533 0.756 0.492 -0.495
C -1.398744 -1.947029 -0.619411 -1.487 -0.415 1.054
C -2.266253 -1.410592 0.480023 -1.969 -1.392 -2.510
H -1.037183 -2.973813 -0.607994 0.045 0.421 -0.154
C -2.540189 -0.002755 0.062972 1.477 0.261 0.140
C -1.662959 0.291524 -1.116643 -2.630 -1.008 0.934
H -1.654398 1.256591 -1.608285 0.170 -0.207 -0.030
H -0.516175 -1.077772 -2.460245 -0.402 0.061 0.845
H -2.480519 -1.848935 1.487348 -1.117 -0.520 -1.768
H -3.056126 0.744445 0.699415 -0.095 -0.599 -0.932
Ir -0.825361 -0.421214 1.325590 2.778 -3.664 -3.721
Br 1.017375 -2.046933 1.630430 0.869 -1.033 0.475
C 2.098756 0.749047 0.232798 1.539 0.024 -2.372
C 1.378660 1.573352 -0.592302 -2.486 0.572 0.759
C 1.697046 1.321340 -1.959452 1.211 -1.393 0.034
H 0.415990 2.106821 -0.208636 2.201 -0.636 -0.888
C 2.808927 0.296328 -2.030615 -1.245 0.511 2.425
C 3.027267 -0.053739 -0.639662 -0.426 -0.227 -2.563
H 3.610849 -0.934289 -0.271579 -0.433 1.141 -0.395
H 2.157825 0.741866 1.285700 -0.332 -0.115 0.848
H 1.120563 1.701630 -2.817424 0.504 -0.140 0.481
H 3.188865 -0.138526 -2.999121 -0.302 0.476 1.562
O -1.142872 1.435201 4.134429 -0.980 -1.436 0.165
C -1.059297 0.721736 3.161879 3.356 5.092 -0.458
O -0.266893 1.152312 2.078352 0.155 4.437 4.633
H -1.474146 -0.285155 2.904977 -1.156 -0.705 1.927
```
Forces are in eV/Å.


# C11H11CeN3O5

C11H11CeN3O5 as an isolated structure (the ωB97M-V functional and the def2-TZVPD basis, OMol25).

## Properties
- Total charge: +3
- Energy relative to the best compared isomer or geometry (same formula, charge and spin): 0.0 kcal per mole
- Electronic energy: -1440.2952 Ha
- HOMO-LUMO gap (alpha / beta): 6.171 / 6.218 eV
- E_LUMO (alpha / beta): -12.97 / -12.93 eV
- Multiplicity: 2
- Highest occupied orbital energy (alpha / beta): -19.1 / -19.1 eV

The geometry in XYZ format:
```
31
Properties=species:S:1:pos:R:3:forces:R:3
Ce 0.033634 0.308527 -0.094341 -2.500 3.149 2.033
O 0.909172 -1.694416 3.077506 -1.073 2.375 -4.039
C 0.646618 -1.122040 2.112778 1.261 -2.808 4.835
C -0.972842 1.437776 -2.146912 -2.506 3.199 -3.928
O -1.477237 2.118978 -2.917400 1.828 -2.504 2.699
C -1.721149 -1.737564 -0.536684 -3.654 -3.783 -0.642
O -2.515317 -2.558720 -0.669949 3.185 3.261 0.484
C 1.967456 1.888000 0.451323 3.602 4.386 1.435
O 2.637431 2.774648 0.734191 -2.454 -3.398 -1.085
C 1.759577 -1.477346 -0.777568 0.770 -0.261 -3.100
H 2.656775 -1.185688 -0.205279 -0.411 0.211 -0.160
H 1.351181 -2.464953 -0.508046 -0.114 0.440 -0.163
C 1.351724 -0.791424 -1.914298 2.137 -2.631 0.617
H 0.590579 -1.194098 -2.603570 0.115 0.076 0.412
H 1.896786 0.093775 -2.287340 -0.194 -0.127 0.353
C -2.454916 5.062475 1.131606 -0.059 0.572 -0.034
N -2.573347 3.619920 1.402544 0.128 -0.958 -0.148
C -3.635859 3.182067 2.141186 0.294 -0.807 0.044
C -3.800451 1.856249 2.438234 -0.416 0.194 0.121
C -2.861431 0.927914 1.956924 0.148 -0.280 -0.180
N -1.841842 1.343473 1.171874 -0.130 0.412 0.165
C -1.690565 2.693360 0.893557 0.439 0.182 -0.299
O -0.712493 3.012513 0.147947 -0.423 -1.322 0.509
N -2.950082 -0.396102 2.205594 0.143 0.560 0.069
H -3.363235 5.411093 0.628191 0.246 -0.161 -0.021
H -1.584019 5.240617 0.509736 -0.042 0.010 0.023
H -2.363931 5.606269 2.078266 0.120 -0.216 -0.175
H -4.323130 3.946934 2.487791 0.057 -0.064 -0.017
H -4.637987 1.502281 3.029608 0.061 0.252 -0.031
H -3.682365 -0.703392 2.833079 0.141 -0.254 -0.026
H -2.135321 -0.998003 2.092473 -0.697 0.294 0.250
```
Forces are in eV/Å.


# C11H11Cl2HoO3PTm

C11H11Cl2HoO3PTm as an isolated structure (the ωB97M-V functional and the def2-TZVPD basis, OMol25).

## Properties
- Total charge: +4
- Electronic energy: -3944.8785 Ha
- HOMO-LUMO gap (alpha / beta): 7.339 / 7.416 eV
- E_LUMO (alpha / beta): -15.40 / -15.34 eV
- Multiplicity: 7
- Highest occupied orbital energy (alpha / beta): -22.7 / -22.8 eV

The geometry in XYZ format:
```
30
Properties=species:S:1:pos:R:3:forces:R:3
Ho 1.120348 -1.898546 -2.014953 0.627 3.042 -1.594
Tm 0.045462 2.300653 0.501929 4.339 -8.479 3.323
Cl -0.467112 -0.720285 -3.470738 0.648 -0.596 0.825
Cl 1.293264 -0.140237 0.010118 -0.258 0.003 -0.559
C 0.500164 1.251724 2.937862 0.485 -1.912 4.108
C -0.530126 -3.402795 -1.351718 -5.125 -4.980 2.453
C 1.834435 -3.871246 -0.768938 1.542 -6.056 4.124
O 0.660928 0.728761 3.947368 -0.592 2.077 -4.036
O -1.214383 -4.228674 -0.919723 3.055 3.917 -2.122
O 1.950359 -4.817268 -0.108730 -0.444 4.708 -3.288
C -4.134266 1.574820 0.822794 0.201 -0.375 0.404
P -2.719578 1.252523 -0.295622 -0.919 1.819 -0.168
C -3.515113 1.255058 -1.937641 0.208 -0.676 -0.500
C -1.927487 2.916249 -0.375053 -1.221 0.037 -0.356
C -1.804811 3.635765 0.844320 -0.762 1.682 -0.054
C -0.664725 4.415134 1.092865 -1.294 1.962 0.354
C 0.337592 4.541820 0.117666 0.677 1.446 -0.268
C 0.172184 3.924151 -1.138510 -0.440 1.636 -1.510
C -0.951640 3.132706 -1.389437 -0.503 1.077 -1.141
H -4.695697 0.632718 0.895034 0.036 0.261 0.078
H -4.783827 2.362563 0.419702 0.180 -0.209 -0.042
H -3.797272 1.848315 1.830474 -0.216 -0.235 -0.145
H -4.132316 2.157929 -2.052591 0.162 -0.312 0.146
H -2.759483 1.200572 -2.730192 -0.295 -0.050 0.053
H -4.140180 0.352261 -1.997822 0.104 0.275 -0.098
H -2.586374 3.565523 1.603467 0.287 -0.115 -0.068
H -0.553871 4.898812 2.065601 0.016 0.072 -0.190
H 1.254196 5.108607 0.330664 -0.340 -0.104 -0.064
H 0.938084 4.041704 -1.910838 -0.153 0.048 0.185
H -1.028837 2.608302 -2.342500 -0.007 0.034 0.150
```
Forces are in eV/Å.


It is found that the strongest force on any atom values, taken in the order of the records, are 3.03, 5.25, 4.15, 6.42, 5.85, 10.09 eV/A.